16
Properties=species:S:1:pos:R:3:nbo_charge:R:1 method="wB97M-V/def2-TZVPD" max_force_ev_per_a=6.87 charge=+1 e_above_lowest_kcal_mol=89.94 lumo_ev=-4.4 spin_multiplicity=1 homo_lumo_gap_ev=9.84
C 0.816 0.304 0.092 0.23
C -2.051 -0.452 -0.376 0.05
C 2.488 -1.459 -0.053 -0.41
C -1.636 1.688 0.430 -0.49
N 1.096 -0.890 -0.165 -0.60
N -1.290 0.434 0.040 -0.35
S 1.413 1.717 0.214 0.27
H -1.644 -1.304 -0.780 0.17
H -3.168 -0.328 -0.467 0.21
H 2.461 -2.420 0.472 0.24
H 2.979 -1.483 -1.022 0.24
H -1.269 2.057 1.441 0.26
H -1.049 2.531 -0.305 0.25
H -2.756 2.045 0.413 0.25
H 0.564 -1.641 -0.602 0.44
H 3.045 -0.800 0.669 0.24